No. 1
{"formula": "C18H22N4O5S", "method": "the ωB97M-V functional and the def2-TZVPD basis", "gap_ha": 0.3238, "energy_ev": -46055.993, "de_lowest_kcal_mol": 53.2, "mol_weight_g_mol": 406.46, "elements": ["O", "C", "C", "N", "C", "C", "N", "S", "O", "O", "C", "C", "C", "C", "C", "C", "C", "C", "N", "C", "O", "N", "C", "C", "C", "C", "C", "O", "H", "H", "H", "H", "H", "H", "H", "H", "H", "H", "H", "H", "H", "H", "H", "H", "H", "H", "H", "H", "H", "H"], "xyz": [[-3.3058, 1.0035, 1.9479], [-2.2419, 1.5884, 1.9456], [-2.0247, 2.8791, 1.1723], [-1.6511, 2.6002, -0.2085], [-0.2319, 2.3333, -0.4164], [-0.0117, 1.3904, -1.5936], [-0.6912, 0.1291, -1.3761], [0.1671, -1.0421, -0.5551], [1.5514, -0.8990, -0.8937], [-0.1567, -1.0857, 0.8557], [-0.5017, -2.5031, -1.3305], [-1.4692, -3.2538, -0.6931], [-2.0042, -4.3556, -1.3418], [-1.5661, -4.6874, -2.6138], [-0.5921, -3.9262, -3.2427], [-0.0565, -2.8239, -2.5982], [-2.0792, 0.2438, -0.9509], [-2.5361, 1.7089, -0.9300], [-1.1432, 1.0018, 2.5182], [0.1328, 1.5332, 2.7755], [0.3362, 2.7101, 2.9658], [1.0669, 0.5559, 2.8685], [2.4743, 0.9011, 2.9727], [3.1945, 0.7057, 1.6789], [4.1219, -0.2158, 1.2914], [4.4455, 0.0876, -0.0525], [3.6842, 1.1631, -0.3818], [2.9248, 1.5457, 0.6557], [-1.2494, 3.4922, 1.6286], [-2.9695, 3.4297, 1.1566], [0.2332, 1.8673, 0.4596], [0.2762, 3.2889, -0.5936], [-0.3736, 1.8278, -2.5278], [1.0477, 1.1561, -1.6953], [-1.7837, -2.9735, 0.2996], [-2.7607, -4.9522, -0.8554], [-1.9840, -5.5460, -3.1178], [-0.2523, -4.1918, -4.2321], [0.7075, -2.2118, -3.0498], [-2.7069, -0.3312, -1.6423], [-2.1802, -0.1919, 0.0462], [-3.5271, 1.7554, -0.4778], [-2.6129, 2.0708, -1.9617], [-1.2681, 0.0215, 2.7457], [0.8510, -0.3244, 2.4116], [2.9400, 0.2780, 3.7407], [2.5113, 1.9525, 3.2752], [4.5268, -1.0067, 1.8890], [5.1403, -0.4292, -0.6811], [3.5984, 1.7301, -1.2873]], "forces_ev_per_a": [[-0.150, -0.051, -0.022], [0.112, 0.364, 0.071], [-0.202, 0.286, -0.186], [0.033, -0.147, 0.155], [0.251, 0.178, -0.116], [0.422, 0.466, 0.136], [0.623, -0.708, 0.429], [-0.230, -0.061, -0.328], [-0.027, -0.001, -0.304], [-0.288, -0.303, -0.372], [0.087, 0.376, 0.351], [-0.029, 0.031, 0.188], [0.007, -0.011, -0.036], [-0.049, -0.031, 0.048], [0.073, 0.100, 0.026], [0.098, -0.035, -0.153], [-0.831, -0.211, 0.149], [0.017, -0.107, -0.326], [0.113, -0.481, 0.319], [-0.304, -0.151, 0.285], [0.121, 0.385, -0.104], [0.113, -0.287, -0.040], [-0.039, 0.221, -0.131], [0.412, -0.708, 0.484], [-0.418, 0.411, 0.324], [-0.188, 0.486, -0.311], [0.730, -0.536, -0.389], [-0.401, 0.367, 0.256], [-0.114, -0.026, -0.016], [0.065, -0.116, 0.178], [0.034, 0.084, -0.135], [0.155, -0.139, 0.057], [0.070, -0.074, 0.031], [-0.028, 0.265, -0.107], [-0.083, -0.008, 0.121], [-0.058, -0.041, 0.049], [-0.035, -0.069, -0.042], [0.044, -0.010, -0.075], [0.095, 0.028, -0.163], [-0.064, 0.070, 0.125], [-0.200, 0.096, -0.095], [0.034, -0.045, -0.109], [-0.136, -0.105, 0.040], [-0.078, 0.180, -0.102], [0.026, 0.213, 0.002], [0.060, 0.139, -0.116], [0.079, -0.201, 0.053], [0.039, -0.150, 0.201], [0.125, -0.065, -0.206], [-0.087, 0.132, -0.092]]}

---

No. 2
{"formula": "C3H5NS2", "method": "the ωB97M-V functional and the def2-TZVPD basis", "gap_ha": [0.2809, 0.2834], "energy_ev": -26349.318, "de_lowest_kcal_mol": 78.8, "mol_weight_g_mol": 119.21, "elements": ["S", "N", "C", "C", "C", "S", "H", "H", "H", "H", "H"], "xyz": [[2.4665, -1.2621, -1.6096], [1.2269, -0.5489, -0.8826], [0.8987, -0.3443, 0.5935], [-0.3481, 0.4382, 0.8481], [-1.1267, 0.2166, -0.3704], [-0.0439, 0.0893, -1.8066], [1.6303, -0.5483, 1.4107], [-0.9818, 0.2309, 1.6560], [-0.2804, 1.5594, 0.9398], [-1.5241, -0.8324, -0.1348], [-1.9176, 1.0016, -0.6440]], "forces_ev_per_a": [[1.138, -0.505, -0.268], [-2.025, 1.066, 6.301], [1.712, -0.380, -2.583], [1.458, 2.759, -1.259], [-2.766, -1.463, -1.566], [-0.564, 0.456, -0.262], [-0.334, -0.129, -1.430], [-0.343, -1.116, 1.530], [1.108, -0.612, 0.096], [-0.317, 1.312, -1.218], [0.933, -1.386, 0.658]]}

---

No. 3
{"formula": "C5H14NO", "method": "the ωB97M-V functional and the def2-TZVPD basis", "total_charge": 1, "gap_ha": 0.4407, "energy_ev": -8942.582, "de_lowest_kcal_mol": 32.9, "mol_weight_g_mol": 104.17, "elements": ["C", "C", "N", "H", "H", "H", "H", "H", "H", "C", "C", "C", "O", "H", "H", "H", "H", "H", "H", "H", "H"], "xyz": [[-0.0104, 2.2131, 0.3654], [0.4442, 3.0046, 1.3101], [-1.1565, 1.3062, 0.5734], [0.3822, 2.0555, -0.6272], [1.2720, 3.6824, 1.1582], [-0.0054, 3.0707, 2.2954], [-1.6679, 1.5935, 1.4044], [-1.7810, 1.4143, -0.2286], [-0.7811, 0.2676, 0.6860], [1.5906, -1.9679, -0.7515], [0.0829, -1.8256, -0.5108], [-0.6439, -1.1225, -1.6470], [-0.1701, -1.1387, 0.7523], [1.9769, -2.5071, 0.1184], [2.0796, -0.9914, -0.7684], [1.8027, -2.5520, -1.6404], [-0.3285, -2.8343, -0.4469], [-0.6826, -1.7148, -2.5569], [-0.2607, -0.1394, -1.9183], [-1.6775, -0.9926, -1.3077], [0.5791, -1.3482, 1.3196]], "forces_ev_per_a": [[-0.020, -0.414, -0.097], [-0.093, 0.273, 0.182], [0.455, 0.036, 0.222], [0.301, 0.361, 0.001], [0.096, -0.182, -0.241], [-0.136, -0.134, -0.072], [-0.133, -0.155, 0.130], [-0.060, -0.387, 0.146], [-0.385, 0.629, -0.231], [-0.582, 0.203, 1.094], [0.672, -0.307, -1.173], [-0.745, 0.241, 0.719], [0.121, -0.089, -0.605], [0.321, -0.121, -0.177], [-0.001, -0.047, -0.286], [0.011, 0.076, -0.110], [-0.155, 0.063, 0.287], [0.152, -0.182, 0.088], [0.344, 0.046, 0.119], [-0.113, 0.012, -0.293], [-0.050, 0.077, 0.296]]}